Computed, not measured: a cluster of 8 separate species, C48H107N11O8 in total in a non-equilibrium geometry, with ωB97M-V with the def2-TZVPD basis set.

The geometry in ORCA input format:
```
! wB97M-V def2-TZVPD RIJCOSX def2/J DEFGRID3
* xyz 0 1
O -5.42177 0.14442 -3.64913
O 0.87499 -1.82420 3.89856
O 0.96943 1.88336 0.97774
O 5.09132 2.11891 -0.59456
O -3.34786 4.26913 5.19794
O 3.72794 3.93322 4.27003
O 1.80352 -1.97527 -1.92647
O 4.80341 1.35953 -3.75432
N 2.09862 1.15842 -0.87073
N -2.88580 3.46567 4.13963
N 3.80457 0.49356 -4.24669
N -4.28541 0.95775 -3.58374
N 4.95725 0.30374 0.78455
N 2.38900 2.25049 3.52803
N 1.26956 -2.90425 -0.99653
N 0.62452 -0.22696 0.17771
N -0.22935 -2.00901 4.75643
N 5.95399 2.19305 1.53501
N 3.11015 3.80051 2.05094
C -3.95661 1.26429 -2.17113
C 0.84123 -5.57318 0.03076
C -1.10447 -4.02480 3.72142
C -2.99859 -0.98054 -4.57421
C -2.62092 5.34212 2.50369
C 1.95378 -4.68890 0.58729
C -1.49287 1.25807 -2.83140
C -3.82373 0.00383 -1.26536
C -1.95137 1.24801 -4.26671
C 3.31653 -1.76604 -5.15270
C -1.19763 -2.73124 -1.55580
C 4.38567 -0.80166 -4.60116
C 3.06936 -2.56930 0.68271
C 5.34392 1.58509 0.49000
C -0.80654 0.37335 4.98291
C -4.59476 1.85060 4.70195
C -1.60140 -1.89458 2.63039
C -2.49258 -2.32902 6.36673
C -2.60134 1.98559 -2.03730
C -0.72701 4.58635 4.06699
C 3.44510 -4.17157 -1.26138
C -1.41044 -2.54503 4.00360
C 0.95731 -0.64550 6.42690
C -2.49305 2.32167 1.55275
C -0.33335 -4.74424 -0.48421
C -1.38772 3.11905 2.22469
C 5.52017 -0.77416 -5.65022
C 1.19862 0.99040 0.13971
C 2.83312 1.23370 -5.07612
C -5.13109 3.48789 2.92996
C -0.36549 -0.92166 5.73191
C 0.06153 -3.61974 -1.46600
C -1.92584 4.16356 3.22378
C -3.26585 0.53658 -4.56513
C -3.98166 2.69526 3.53436
C 3.07836 3.42325 3.36438
C -3.72394 1.01396 -5.95299
C 3.46093 1.84381 -6.34519
C 4.95754 -1.39817 -3.31294
C 2.35982 -1.12205 -6.09487
C 2.11174 2.26358 -4.18243
C 0.32136 -4.26058 -2.86682
C -2.68264 -2.30933 4.87052
C -5.03304 2.14495 -1.55046
C 2.40647 -3.53702 -0.30209
C -3.49224 1.68194 2.48381
C -1.42346 -1.30115 6.78776
C 1.80705 0.15930 -5.48380
H 1.12147 0.01603 -4.63829
H 2.89665 2.68820 -3.55915
H -1.05686 -4.74882 4.53958
H -0.48778 1.54162 -2.51274
H 2.44073 1.79733 4.42005
H 5.55225 -2.30660 -3.40897
H -1.09296 -1.97360 -2.32895
H -2.70825 3.02618 -2.36526
H 1.38266 -2.63784 3.99172
H 3.41515 -1.65889 0.20755
H -2.01675 -3.30122 6.54967
H -4.94653 3.83936 1.90940
H -1.97596 -0.36076 6.90841
H 2.61525 2.01465 -0.95035
H 0.02225 0.62232 4.31860
H 1.66595 -4.39286 1.60020
H -3.76926 1.50636 5.32490
H 3.19301 1.24030 -7.21287
H -0.82763 1.18091 5.71797
H -6.03078 2.88175 2.78891
H -1.44359 0.21397 -2.49081
H -2.23290 -1.21718 -3.82748
H -4.34098 1.23448 1.96442
H 2.06470 -2.51143 -2.69476
H 3.04792 2.84289 -6.48683
H 5.75911 -0.75078 -2.92680
H 6.43515 3.05715 1.35990
H -1.91887 -4.38668 3.08607
H -5.42471 4.35632 3.52185
H -5.16425 1.00242 4.31709
H 1.51513 -1.78222 -6.30535
H -3.01668 5.03588 1.53303
H -3.42583 -3.09003 4.68198
H 1.68323 3.06163 -4.78749
H 2.83079 -0.88336 -7.04980
H -3.79606 -1.68451 -4.34337
H -4.62698 0.53238 -6.33496
H 1.30959 1.79096 -3.61932
H -1.95056 2.24858 -4.70921
H -1.64036 -0.80714 2.63542
H -1.90738 1.54929 1.03920
H -2.26476 2.10195 -1.01016
H -4.87515 -0.21527 -1.02538
H -0.14826 -4.18161 3.21694
H 0.82915 -0.05258 7.33481
H -4.04711 2.05233 -5.85901
H 0.43436 -6.28186 0.75679
H 4.54709 1.91493 -6.32805
H -0.64344 -4.45687 -3.33430
H 4.20932 -4.83738 -0.87064
H -0.43010 3.94896 4.90142
H 2.40951 -2.23410 1.48429
H -2.93101 0.88386 -6.68929
H 4.39064 -0.15730 0.10314
H -3.03389 2.92532 0.82172
H 3.85143 -2.56056 -5.68502
H 5.98745 -1.75584 -5.72038
H 3.98279 -3.42394 -1.84784
H -3.44597 -0.89995 -1.74555
H 1.65663 -0.08009 5.80733
H 5.17024 -0.45402 -6.63102
H -3.40403 -2.31172 6.95766
H 0.78838 -3.50785 -3.50564
H -0.61277 2.55620 2.73224
H -3.06313 -1.37240 4.45694
H -2.40959 -2.29519 2.00994
H 0.17525 4.59727 3.44097
H 1.02927 0.54342 -6.15967
H -2.95638 0.85498 2.96146
H 2.59587 3.31347 1.33580
H -0.77940 -2.25454 1.99754
H 4.25233 -1.28505 -2.48682
H -2.01377 -3.41339 -1.79650
H 6.01097 1.75294 2.42936
H -4.98124 3.15000 -1.96369
H 2.85765 -4.69574 -2.02050
H -0.67522 5.62303 4.41672
H -2.49102 -1.23083 -5.50782
H 1.50023 -1.53950 6.74330
H -0.98947 3.71967 1.40468
H 3.89660 -3.14729 1.09843
H -0.01379 -0.39217 0.93421
H 0.90438 -5.17495 -2.79870
H -5.96249 1.57451 -1.59891
H -1.10483 -4.53115 0.25396
H 2.93910 -2.31569 -4.28264
H 5.15052 -0.02816 1.70623
H 1.03288 -0.94614 -0.39341
H 2.04930 0.43001 -1.56531
H -0.76816 -5.51581 -1.13239
H -5.29252 -0.61825 -3.05731
H -1.11435 0.76983 -4.79664
H 4.61571 1.50277 -2.81571
H -4.87779 2.25077 -0.47191
H -3.36601 0.20648 -0.30125
H -1.89470 6.14595 2.38202
H 1.74390 1.95621 2.80475
H -1.03626 -1.48891 7.78940
H -5.29562 2.44082 5.29234
H -2.66494 4.12658 5.86262
H 2.75451 -5.41078 0.76867
H 3.82141 4.43801 1.74610
H -3.51961 5.70037 3.00430
H -1.41942 -2.32074 -0.57084
H -1.77697 0.18350 4.54426
H 6.29124 -0.08595 -5.29486
H 1.15792 -6.23641 -0.77922
*
```

Results
- Highest occupied orbital energy: -7.915 eV
- HOMO-LUMO gap: 8.2 eV

Here are the Löwdin charges for atoms 1 to 99, given in e: number 1, O, carries -0.02; number 2, O, carries -0.03; number 3, O, carries -0.03; number 4, O, carries 0.00; number 5, O, carries -0.01; number 6, O, carries 0.00; number 7, O, carries -0.05; number 8, O, carries -0.02; number 9, N, carries 0.20; number 10, N, carries -0.11; number 11, N, carries -0.10; number 12, N, carries -0.08; number 13, N, carries 0.17; number 14, N, carries 0.16; number 15, N, carries -0.09; number 16, N, carries 0.22; number 17, N, carries -0.10; number 18, N, carries 0.17; number 19, N, carries 0.16; number 20, C, carries -0.49; number 21, C, carries -0.17; number 22, C, carries -0.03; number 23, C, carries -0.02; number 24, C, carries -0.01; number 25, C, carries -0.15; number 26, C, carries -0.16; number 27, C, carries -0.02; number 28, C, carries -0.15; number 29, C, carries -0.14; number 30, C, carries -0.03; number 31, C, carries -0.50; number 32, C, carries -0.02; number 33, C, carries -0.66; number 34, C, carries -0.02; number 35, C, carries -0.03; number 36, C, carries -0.05; number 37, C, carries -0.16; number 38, C, carries -0.12; number 39, C, carries -0.04; number 40, C, carries -0.01; number 41, C, carries -0.47; number 42, C, carries -0.04; number 43, C, carries -0.19; number 44, C, carries -0.13; number 45, C, carries -0.14; number 46, C, carries -0.03; number 47, C, carries -0.62; number 48, C, carries -0.48; number 49, C, carries -0.05; number 50, C, carries -0.50; number 51, C, carries -0.47; number 52, C, carries -0.47; number 53, C, carries -0.49; number 54, C, carries -0.49; number 55, C, carries -0.69; number 56, C, carries -0.03; number 57, C, carries -0.01; number 58, C, carries -0.05; number 59, C, carries -0.17; number 60, C, carries -0.01; number 61, C, carries -0.01; number 62, C, carries -0.13; number 63, C, carries -0.02; number 64, C, carries -0.48; number 65, C, carries -0.13; number 66, C, carries -0.12; number 67, C, carries -0.15; number 68, H, carries 0.10; number 69, H, carries 0.08; number 70, H, carries 0.08; number 71, H, carries 0.09; number 72, H, carries 0.08; number 73, H, carries 0.09; number 74, H, carries 0.05; number 75, H, carries 0.12; number 76, H, carries 0.10; number 77, H, carries 0.04; number 78, H, carries 0.11; number 79, H, carries 0.07; number 80, H, carries 0.11; number 81, H, carries 0.09; number 82, H, carries 0.07; number 83, H, carries 0.10; number 84, H, carries 0.07; number 85, H, carries 0.07; number 86, H, carries 0.09; number 87, H, carries 0.09; number 88, H, carries 0.08; number 89, H, carries 0.04; number 90, H, carries 0.12; number 91, H, carries 0.04; number 92, H, carries 0.08; number 93, H, carries 0.09; number 94, H, carries 0.11; number 95, H, carries 0.08; number 96, H, carries 0.09; number 97, H, carries 0.08; number 98, H, carries 0.12; number 99, H, carries 0.07